No. 1
The following is a quantum chemistry calculation of a molecular structure, C36H45BN7O6S3Ta in a non-equilibrium geometry, from OMol25.

The geometry in XYZ format:
```
99
Properties=species:S:1:pos:R:3:forces:R:3:lowdin_charge:R:1
C 2.960054 2.107163 3.124083 0.318 0.746 0.611 -0.53
H -1.786391 4.663630 0.824417 -0.050 0.142 0.025 0.10
C -1.406279 -4.403939 -0.905380 -0.664 -0.904 -0.952 -0.15
S 2.490486 -1.312551 -1.846701 -0.484 0.693 1.210 0.76
H -3.558510 -1.110946 4.169856 0.091 0.130 0.067 0.09
C -2.149194 0.036561 2.058623 0.829 -0.143 -0.355 -0.20
N 0.181670 0.948912 -2.016619 0.695 0.354 -1.830 0.06
C -0.896292 -0.290158 4.141890 0.206 -0.058 -0.396 -0.03
C -1.992643 1.945720 3.630183 -0.159 -0.174 -0.394 -0.03
C 3.835065 0.464892 1.434627 1.156 -1.004 -0.645 0.08
C -3.202581 -0.643983 1.444544 -0.936 -0.529 -1.160 0.10
H -3.953049 -7.780045 -1.908177 0.114 0.281 0.378 0.14
C -0.374621 4.273281 -0.757876 -0.436 1.253 -0.595 -0.55
C 0.833182 4.447228 0.133959 0.607 -0.321 0.525 -0.03
H -4.275490 0.473214 3.790398 0.258 -0.150 0.158 0.10
H 1.250542 3.415178 2.775736 0.040 -0.068 0.208 0.06
N 0.015721 2.029637 -1.262675 -0.087 0.081 -0.658 0.23
N 1.493015 0.361448 0.181013 2.112 -0.251 0.066 0.08
C -0.769744 -3.452930 0.051714 1.507 1.788 -0.430 -0.44
C -2.102124 0.408510 3.509297 -0.683 0.422 1.210 -0.53
C 0.316381 0.989598 -3.377428 0.467 -2.110 0.408 -0.59
H 0.917153 2.053447 3.856465 0.077 0.119 -0.016 0.06
H -2.386375 -5.746759 0.457683 -0.018 -0.012 0.275 0.15
C -1.807012 -4.756876 -3.215477 -0.030 -0.542 1.803 -0.15
O 0.132046 -2.686913 -0.686096 -0.660 -0.358 0.798 -0.32
O -0.969238 -3.245541 1.220365 -0.119 -0.731 -1.285 0.16
H -0.003945 -0.056004 3.561812 0.119 0.044 0.120 0.06
B 0.234683 0.425126 -0.623492 -0.403 1.593 0.638 -0.59
C -1.584372 3.879018 0.101521 -0.094 -0.359 -0.132 -0.01
H 1.845165 3.443316 4.449024 0.138 -0.177 -0.182 0.10
H 5.828289 -0.952120 0.579293 -0.019 0.049 0.014 0.09
H -4.003398 -2.703352 -0.936239 0.001 0.041 0.038 0.07
H -2.478750 3.717926 -0.504135 -0.012 0.129 -0.033 0.10
C 2.770360 1.240515 1.905054 -1.143 -0.047 -0.434 -0.20
C 1.667593 2.799780 3.580526 -0.102 -0.184 -0.335 -0.03
H -0.734139 -0.007545 5.178888 -0.168 0.114 0.062 0.10
H 1.375422 2.017970 -5.844309 -0.147 -0.040 0.235 0.10
H -0.354221 1.870601 -6.059234 -0.231 -0.256 -0.001 0.09
H 2.792367 -5.413133 -1.791499 -0.195 0.336 -0.346 0.10
H 5.312334 -0.915891 -1.099273 -0.077 0.047 -0.339 0.08
H -1.404688 2.954888 0.662113 0.140 0.127 -0.069 0.06
N -1.179464 -4.100429 -2.215059 -0.302 -0.276 0.366 -0.01
C -3.394474 -0.028498 4.225535 -0.226 0.092 -0.149 -0.05
H 1.048296 3.494422 0.634064 0.053 0.270 -0.027 0.05
S -1.994824 -1.005392 -2.309131 0.480 -0.160 0.435 0.75
H 0.640003 5.207367 0.905299 0.007 -0.188 -0.285 0.11
H -1.853326 2.258552 4.664078 0.009 -0.132 0.042 0.10
H 2.806449 0.409579 4.487638 0.330 0.391 0.018 0.10
H 3.751703 3.727273 1.887883 -0.012 0.029 -0.045 0.09
C 3.775363 -0.378848 0.352647 0.271 0.528 0.541 -0.21
N -1.019875 -0.005148 0.041373 -1.461 -0.610 1.298 0.08
Ta 0.254005 -2.487723 -2.677197 0.499 0.063 -2.145 1.46
C -1.527328 -4.220841 -4.566149 1.140 1.350 -1.489 -0.43
H -1.491187 5.510749 -2.181211 0.178 0.042 0.282 0.10
C 2.309008 -5.346279 -2.784276 0.430 -0.203 0.286 -0.02
N -1.064418 0.312955 1.394714 0.453 -0.175 -1.872 0.22
H -5.143954 -1.908711 0.172177 0.139 0.074 -0.212 0.10
H 4.803854 -2.241764 -0.038214 -0.044 0.121 -0.159 0.09
C 3.511057 1.236388 4.264822 -0.409 -0.935 -0.405 -0.03
H -4.081392 -0.891981 1.992274 -0.389 -0.124 0.542 0.12
N 1.618354 1.230387 1.285134 -0.329 -1.049 -1.037 0.21
C -3.189803 -1.011436 0.120129 -0.279 0.629 0.384 -0.22
H -4.738847 -1.189707 -1.428453 0.200 -0.053 0.420 0.09
H -3.362345 0.252278 5.282292 0.110 -0.046 -0.168 0.10
C 5.002804 -1.167922 -0.096010 -0.735 0.145 0.705 -0.04
C -2.037307 -0.616895 -0.603847 0.208 -0.581 -0.796 -0.53
C 4.029372 3.166254 2.781924 0.187 0.046 -0.298 -0.02
H 3.662676 1.814128 5.167550 0.030 0.187 0.097 0.10
H 3.015138 -5.726274 -3.528284 -0.145 0.140 0.002 0.10
C -2.622504 -5.840381 -2.943082 -0.713 -0.570 -0.342 0.11
C -4.344870 -1.736433 -0.557163 0.302 0.216 0.382 -0.04
C 0.227245 2.256790 -4.002801 0.157 1.056 -0.290 -0.20
C 0.407268 2.408458 -5.509631 0.204 0.133 0.596 -0.03
H -1.155408 2.305912 3.033802 0.013 0.097 0.037 0.05
H -0.094581 4.321505 -3.654820 0.052 0.063 0.067 0.13
C -2.832263 -6.205024 -1.608143 -0.333 -0.998 1.328 -0.21
O -0.585870 -3.198063 -4.418411 -0.599 -0.547 0.537 -0.28
H 5.025382 2.728894 2.611494 -0.328 0.046 0.022 0.09
O -2.007720 -4.586660 -5.613117 0.777 0.571 1.953 0.18
C 2.512555 -0.412934 -0.310306 -0.362 -0.159 -0.616 -0.45
H 4.138654 3.888855 3.588350 -0.079 -0.078 0.145 0.10
C -2.203098 -5.474000 -0.564746 -0.275 0.178 -0.811 0.12
C -0.116065 3.231813 -1.796384 0.188 -1.403 1.421 -0.12
C 0.010313 3.350647 -3.193750 -0.171 -0.242 -0.512 0.11
H 1.444005 -6.020210 -2.700517 0.090 0.285 -0.185 0.09
H 0.355700 3.455920 -5.809632 -0.030 -0.046 0.211 0.09
H 4.464409 0.784330 3.966928 -0.122 0.099 0.303 0.08
C -0.635974 5.585823 -1.489346 -0.736 0.444 0.044 -0.05
H 1.715785 4.748989 -0.435772 -0.025 0.029 0.038 0.10
C 1.840155 -3.958648 -3.075506 -1.262 -1.827 1.205 -0.49
H 0.218816 5.938942 -2.065183 0.146 -0.065 0.080 0.09
H 4.780967 0.544916 1.947256 0.094 -0.014 0.075 0.13
H -0.873472 6.351175 -0.747113 -0.004 0.038 -0.162 0.10
H -1.032842 -1.366459 4.088234 0.011 -0.219 0.096 0.09
O -3.610521 -7.255364 -1.157891 0.982 1.275 -1.434 0.10
H -2.917949 2.408764 3.261743 0.213 0.000 0.042 0.10
H -3.115680 -6.395636 -3.763025 0.385 0.507 0.460 0.16
O 2.182292 -3.229304 -3.969349 -0.343 1.289 -0.162 -0.05
S 0.617270 -0.413993 -4.332282 -0.586 0.198 0.876 0.72
```
Positions in Å, forces in eV/Å.

* HOMO energy: -13.7103 eV
* relative energy (zero: lowest compared OMol25 entry of this formula, charge and spin): 0.0 kJ/mol
* total charge: +2
* calculated total energy: -3509.673300 a.u.
* LUMO level: -6.51 eV
* orbital gap: 7.203 eV

***

No. 2
The following is a quantum chemistry calculation of 2 unconnected molecules or ions with the total composition C6H16N2O in a non-equilibrium geometry, from OMol25.

The geometry in XYZ format:
```
25
Properties=species:S:1:pos:R:3:forces:R:3:lowdin_charge:R:1
H -0.517755 -0.876618 -1.451963 -0.021 0.076 0.010 0.06
H -0.787588 -2.616857 -1.251037 -0.069 -0.088 -0.037 0.08
O 1.052227 -2.960934 0.590603 0.111 0.061 -0.071 -0.01
H -1.388938 -2.166529 1.162646 0.275 0.227 1.369 0.09
H -0.361474 3.646084 -1.962354 -0.023 0.089 -0.023 0.07
H -0.133402 -0.900870 1.935611 -2.801 -1.613 -0.662 0.13
H 1.586074 -0.207670 -0.390352 -0.046 0.025 0.021 0.11
C 2.387610 -0.631155 1.414365 -0.006 -0.407 -0.233 -0.12
H 2.868160 0.345772 1.451329 -0.054 -0.012 0.131 0.08
H -0.225070 2.185731 0.113017 0.033 -0.099 0.107 0.08
H -1.225592 4.413724 -0.634306 0.006 0.016 -0.041 0.07
H 2.018779 -0.876605 2.409490 0.199 0.025 0.222 0.07
N -0.690173 -1.429705 1.172157 1.708 0.883 0.302 0.07
C -1.220585 3.543858 -1.295142 0.057 -0.064 -0.110 -0.12
C -2.019917 1.320437 -0.482592 -0.208 0.006 0.273 -0.02
C -1.114680 2.283270 -0.499181 0.034 0.173 -0.042 -0.25
C 0.404627 -1.726697 0.290893 -0.153 0.744 -0.113 -0.71
H -1.925398 0.473359 0.178070 0.180 -0.200 -0.050 0.02
H 0.790363 -2.034296 -1.799226 0.031 -0.087 -0.129 0.08
C -0.059584 -1.816131 -1.157784 0.366 0.002 0.320 -0.01
H -2.926914 1.383899 -1.066975 -0.101 0.097 -0.162 0.05
N 1.255146 -0.541298 0.505951 0.721 0.055 -1.085 -0.06
H 1.219390 -2.991463 1.541572 -0.095 -0.004 -0.118 0.09
H 3.145806 -1.373979 1.119774 -0.150 0.057 0.126 0.08
H -2.131112 3.554675 -1.894569 0.009 0.038 -0.005 0.07
```
Positions in Å, forces in eV/Å.

* HOMO energy: -8.8841 eV
* relative energy (zero: lowest compared OMol25 entry of this formula, charge and spin): 213.9 kJ/mol
* total charge: 0
* calculated total energy: -422.905263 a.u.
* LUMO level: 0.83 eV
* orbital gap: 9.709 eV